Entry 1:
{
  "formula": "C25H30N6",
  "method": "wB97M-V/def2-TZVPD",
  "species": ["H", "H", "C", "H", "C", "C", "C", "H", "H", "C", "C", "C", "H", "C", "C", "H", "H", "C", "C", "H", "H", "H", "C", "C", "H", "N", "C", "C", "H", "C", "H", "N", "H", "H", "H", "H", "H", "H", "N", "H", "H", "H", "H", "H", "H", "C", "C", "H", "H", "H", "C", "C", "N", "H", "C", "N", "N", "C", "C", "C", "C"],
  "positions_angstrom": [[11.1823, -8.9793, -4.8911], [18.9633, -8.3299, -6.7178], [14.3774, -2.2252, -3.1311], [7.0019, -4.7316, -4.1340], [10.0623, -5.5874, -3.8108], [12.8777, -3.8410, -2.8373], [16.9682, -11.0130, -2.6987], [15.3079, -1.7251, -3.3557], [18.0539, -11.5359, -5.7386], [13.7925, -11.6331, -5.9800], [14.1796, -3.5880, -3.2416], [14.2622, -7.4514, -4.3817], [12.3771, -4.7792, -2.6489], [18.7795, -11.9892, -3.6615], [12.1664, -8.7777, -4.4944], [18.3502, -5.7286, -3.2907], [11.2005, -3.9443, -4.8867], [8.0791, -4.7138, -4.2105], [13.1829, -1.6596, -2.6293], [13.7827, -11.5590, -8.2538], [14.7676, -6.5478, -4.6890], [10.7143, -6.3795, -3.4733], [10.2985, -4.4050, -4.5116], [13.9955, -12.0226, -7.3018], [14.1232, -12.6880, -4.1724], [8.7293, -5.5571, -3.3897], [18.8471, -5.3186, -5.3878], [14.6345, -8.2984, -3.3372], [16.1102, -10.6883, -2.1289], [12.6676, -9.5344, -3.4689], [12.1830, -10.3438, -2.9431], [14.2033, -12.6930, -5.1792], [18.5049, -11.9914, -1.4127], [11.3486, -2.5840, -2.1962], [15.9729, -10.7484, -4.4683], [19.0124, -4.2577, -5.5037], [15.6488, -8.2278, -2.9732], [19.7954, -12.3485, -3.7342], [18.9595, -6.1982, -6.4425], [15.0641, -14.6736, -5.3861], [18.1713, -8.2470, -4.0267], [14.8048, -13.8550, -8.1637], [19.1272, -6.0745, -7.4307], [12.5824, -7.0562, -5.6561], [13.5174, -10.6843, -5.5434], [18.7922, -7.5147, -6.0303], [14.4122, -13.4295, -7.2520], [8.8960, -3.1674, -5.6083], [12.8651, -0.6358, -2.4979], [15.0043, -4.2776, -3.3457], [18.1511, -11.7259, -2.3980], [17.9552, -11.5765, -4.6639], [16.8522, -11.0300, -4.0588], [8.3824, -6.1072, -2.6169], [9.0200, -3.9935, -4.9238], [13.9263, -9.3619, -2.9210], [12.3259, -2.6819, -2.4316], [12.9622, -7.7369, -4.9085], [18.5614, -6.1361, -4.2684], [14.6353, -13.8284, -5.9038], [18.4762, -7.4651, -4.7065]],
  "spin_multiplicity": 2,
  "orbital_gap_ev": [3.00, 7.42],
  "total_charge": -1,
  "s2": 0.761,
  "homo_ha": [-0.0080, -0.1717]
}

***

Entry 2:
{
  "formula": "C25H31BNO2",
  "method": "wB97M-V/def2-TZVPD",
  "species": ["H", "H", "H", "H", "C", "H", "C", "C", "H", "C", "O", "C", "H", "H", "C", "H", "C", "H", "H", "H", "H", "C", "H", "H", "H", "C", "N", "H", "H", "C", "H", "H", "C", "C", "H", "H", "H", "C", "B", "O", "H", "C", "H", "H", "H", "C", "C", "C", "H", "C", "H", "C", "C", "C", "H", "C", "C", "C", "C", "H"],
  "positions_angstrom": [[-2.0840, -5.7283, 3.0429], [1.3931, 1.3008, -3.0031], [7.5084, 3.1008, -3.0277], [-4.5759, -4.7290, 1.5959], [-3.6523, -4.1911, 1.3921], [-5.5112, 2.1402, -3.5752], [3.6218, 2.5749, -0.7601], [-2.7928, 2.3206, -1.7793], [-0.3005, -4.2465, 3.5990], [2.3465, 1.6059, -2.5715], [-4.0791, 2.1447, -2.1626], [6.9260, 2.3255, -2.5076], [-4.3350, 3.4811, -3.7641], [-3.5550, -2.5909, 4.4718], [6.1959, 2.8598, -1.2639], [2.6177, -1.1545, 0.8495], [-3.9822, -2.8623, 3.5074], [0.3395, 3.0683, -2.8303], [-1.9472, 3.0192, -3.6539], [-3.8866, -3.3281, 0.7747], [6.5597, 2.3632, -0.3583], [-1.7141, -2.9954, 2.4510], [-2.9820, -4.8506, 0.8429], [-3.7078, -5.5521, 3.7207], [6.3455, 3.9405, -1.1614], [-2.9976, -3.7715, 2.7314], [0.6164, -1.4346, 1.8412], [1.4021, 2.4572, 0.6940], [-2.7052, -1.4574, 1.2291], [-1.1821, 2.0447, 0.0059], [-0.6243, -0.2643, 0.6958], [3.4433, 1.1854, -4.3880], [-1.7688, -1.8398, 1.6489], [-1.7382, 2.7372, -2.6193], [-4.2051, -1.9558, 2.9506], [3.6714, 3.0528, 0.2489], [1.5261, 0.7413, 0.4398], [-0.4116, 2.7122, -2.1455], [1.8036, -0.3470, 1.3361], [5.8955, 1.8571, -3.4608], [-4.9127, -3.3989, 3.6807], [2.4104, 1.9966, -1.2036], [1.6572, -2.8235, 3.0354], [-0.9722, 1.8601, 1.0727], [7.5738, 1.4661, -2.2748], [3.4727, 1.5412, -3.3824], [-0.0769, 2.1714, -0.8443], [-4.4565, 2.4141, -3.5391], [2.2886, -0.0470, 2.4372], [1.2538, 1.8081, -0.2873], [-3.3009, 1.7926, 0.2443], [-0.6111, -1.1357, 1.3583], [4.7589, 2.5477, -1.5428], [-0.4546, -3.3543, 2.9550], [-2.3366, -4.7962, 4.5430], [0.6592, -2.5691, 2.6467], [-2.5006, 2.0361, -0.4231], [4.7028, 2.0033, -2.8404], [-2.7526, -5.0443, 3.5663], [-3.8766, 1.7973, -4.2389]],
  "e_above_lowest_ev": 0.949,
  "orbital_gap_ev": 6.56,
  "total_charge": 1,
  "homo_ha": -0.3985
}

***

What did the first record say?
{
  "formula": "C25H30N6",
  "method": "wB97M-V/def2-TZVPD",
  "species": ["H", "H", "C", "H", "C", "C", "C", "H", "H", "C", "C", "C", "H", "C", "C", "H", "H", "C", "C", "H", "H", "H", "C", "C", "H", "N", "C", "C", "H", "C", "H", "N", "H", "H", "H", "H", "H", "H", "N", "H", "H", "H", "H", "H", "H", "C", "C", "H", "H", "H", "C", "C", "N", "H", "C", "N", "N", "C", "C", "C", "C"],
  "positions_angstrom": [[11.1823, -8.9793, -4.8911], [18.9633, -8.3299, -6.7178], [14.3774, -2.2252, -3.1311], [7.0019, -4.7316, -4.1340], [10.0623, -5.5874, -3.8108], [12.8777, -3.8410, -2.8373], [16.9682, -11.0130, -2.6987], [15.3079, -1.7251, -3.3557], [18.0539, -11.5359, -5.7386], [13.7925, -11.6331, -5.9800], [14.1796, -3.5880, -3.2416], [14.2622, -7.4514, -4.3817], [12.3771, -4.7792, -2.6489], [18.7795, -11.9892, -3.6615], [12.1664, -8.7777, -4.4944], [18.3502, -5.7286, -3.2907], [11.2005, -3.9443, -4.8867], [8.0791, -4.7138, -4.2105], [13.1829, -1.6596, -2.6293], [13.7827, -11.5590, -8.2538], [14.7676, -6.5478, -4.6890], [10.7143, -6.3795, -3.4733], [10.2985, -4.4050, -4.5116], [13.9955, -12.0226, -7.3018], [14.1232, -12.6880, -4.1724], [8.7293, -5.5571, -3.3897], [18.8471, -5.3186, -5.3878], [14.6345, -8.2984, -3.3372], [16.1102, -10.6883, -2.1289], [12.6676, -9.5344, -3.4689], [12.1830, -10.3438, -2.9431], [14.2033, -12.6930, -5.1792], [18.5049, -11.9914, -1.4127], [11.3486, -2.5840, -2.1962], [15.9729, -10.7484, -4.4683], [19.0124, -4.2577, -5.5037], [15.6488, -8.2278, -2.9732], [19.7954, -12.3485, -3.7342], [18.9595, -6.1982, -6.4425], [15.0641, -14.6736, -5.3861], [18.1713, -8.2470, -4.0267], [14.8048, -13.8550, -8.1637], [19.1272, -6.0745, -7.4307], [12.5824, -7.0562, -5.6561], [13.5174, -10.6843, -5.5434], [18.7922, -7.5147, -6.0303], [14.4122, -13.4295, -7.2520], [8.8960, -3.1674, -5.6083], [12.8651, -0.6358, -2.4979], [15.0043, -4.2776, -3.3457], [18.1511, -11.7259, -2.3980], [17.9552, -11.5765, -4.6639], [16.8522, -11.0300, -4.0588], [8.3824, -6.1072, -2.6169], [9.0200, -3.9935, -4.9238], [13.9263, -9.3619, -2.9210], [12.3259, -2.6819, -2.4316], [12.9622, -7.7369, -4.9085], [18.5614, -6.1361, -4.2684], [14.6353, -13.8284, -5.9038], [18.4762, -7.4651, -4.7065]],
  "spin_multiplicity": 2,
  "orbital_gap_ev": [3.00, 7.42],
  "total_charge": -1,
  "s2": 0.761,
  "homo_ha": [-0.0080, -0.1717]
}

***

Repeat the second record exactly.
{
  "formula": "C25H31BNO2",
  "method": "wB97M-V/def2-TZVPD",
  "species": ["H", "H", "H", "H", "C", "H", "C", "C", "H", "C", "O", "C", "H", "H", "C", "H", "C", "H", "H", "H", "H", "C", "H", "H", "H", "C", "N", "H", "H", "C", "H", "H", "C", "C", "H", "H", "H", "C", "B", "O", "H", "C", "H", "H", "H", "C", "C", "C", "H", "C", "H", "C", "C", "C", "H", "C", "C", "C", "C", "H"],
  "positions_angstrom": [[-2.0840, -5.7283, 3.0429], [1.3931, 1.3008, -3.0031], [7.5084, 3.1008, -3.0277], [-4.5759, -4.7290, 1.5959], [-3.6523, -4.1911, 1.3921], [-5.5112, 2.1402, -3.5752], [3.6218, 2.5749, -0.7601], [-2.7928, 2.3206, -1.7793], [-0.3005, -4.2465, 3.5990], [2.3465, 1.6059, -2.5715], [-4.0791, 2.1447, -2.1626], [6.9260, 2.3255, -2.5076], [-4.3350, 3.4811, -3.7641], [-3.5550, -2.5909, 4.4718], [6.1959, 2.8598, -1.2639], [2.6177, -1.1545, 0.8495], [-3.9822, -2.8623, 3.5074], [0.3395, 3.0683, -2.8303], [-1.9472, 3.0192, -3.6539], [-3.8866, -3.3281, 0.7747], [6.5597, 2.3632, -0.3583], [-1.7141, -2.9954, 2.4510], [-2.9820, -4.8506, 0.8429], [-3.7078, -5.5521, 3.7207], [6.3455, 3.9405, -1.1614], [-2.9976, -3.7715, 2.7314], [0.6164, -1.4346, 1.8412], [1.4021, 2.4572, 0.6940], [-2.7052, -1.4574, 1.2291], [-1.1821, 2.0447, 0.0059], [-0.6243, -0.2643, 0.6958], [3.4433, 1.1854, -4.3880], [-1.7688, -1.8398, 1.6489], [-1.7382, 2.7372, -2.6193], [-4.2051, -1.9558, 2.9506], [3.6714, 3.0528, 0.2489], [1.5261, 0.7413, 0.4398], [-0.4116, 2.7122, -2.1455], [1.8036, -0.3470, 1.3361], [5.8955, 1.8571, -3.4608], [-4.9127, -3.3989, 3.6807], [2.4104, 1.9966, -1.2036], [1.6572, -2.8235, 3.0354], [-0.9722, 1.8601, 1.0727], [7.5738, 1.4661, -2.2748], [3.4727, 1.5412, -3.3824], [-0.0769, 2.1714, -0.8443], [-4.4565, 2.4141, -3.5391], [2.2886, -0.0470, 2.4372], [1.2538, 1.8081, -0.2873], [-3.3009, 1.7926, 0.2443], [-0.6111, -1.1357, 1.3583], [4.7589, 2.5477, -1.5428], [-0.4546, -3.3543, 2.9550], [-2.3366, -4.7962, 4.5430], [0.6592, -2.5691, 2.6467], [-2.5006, 2.0361, -0.4231], [4.7028, 2.0033, -2.8404], [-2.7526, -5.0443, 3.5663], [-3.8766, 1.7973, -4.2389]],
  "e_above_lowest_ev": 0.949,
  "orbital_gap_ev": 6.56,
  "total_charge": 1,
  "homo_ha": -0.3985
}